Record 1
The following is a quantum chemistry calculation of a molecular structure, C20H11Cl2N2O8Ti at a distorted geometry, from OMol25.

```
! wB97M-V def2-TZVPD RIJCOSX def2/J DEFGRID3
* xyz 0 2
Ti 0.7632 0.8065 -0.3106
O 4.3873 2.3530 -1.0878
C 3.2105 2.1576 -0.9629
O 2.6172 0.9888 -0.7564
C 2.2033 3.2761 -1.0318
C 2.5900 4.5957 -0.9760
C 1.5882 5.5528 -1.0256
C 0.2642 5.1531 -1.1221
C -0.0302 3.8012 -1.1406
N 0.9329 2.8783 -1.0950
H 3.6412 4.8347 -0.9089
H 1.8354 6.6064 -0.9886
H -0.5402 5.8739 -1.1680
H -1.0440 3.4264 -1.1896
Cl -5.1894 1.0810 3.6822
C -3.9439 1.0627 2.4596
C -4.3181 0.8966 1.1260
C -3.3454 0.8792 0.1493
Cl -3.8204 0.6818 -1.5068
C -1.9940 1.0048 0.4693
O -1.0711 0.9598 -0.5007
C -1.6300 1.1991 1.8167
C -0.2862 1.4249 2.2347
O 0.7021 1.5256 1.4011
C -2.6313 1.2172 2.8093
H -5.3592 0.7810 0.8592
H -0.0571 1.5588 3.2850
H -2.3612 1.3623 3.8479
O 0.7153 -0.8580 -1.6415
C 0.7641 -1.6008 -0.6264
O 0.7870 -1.0384 0.5295
C 0.7862 -3.0711 -0.7682
C 0.7405 -3.6162 -2.0460
C 0.7494 -4.9931 -2.2110
C 0.8062 -5.8212 -1.0986
C 0.8503 -5.2405 0.1522
C 0.8423 -3.8799 0.3564
N 0.9069 -6.1377 1.3442
O 0.9199 -7.3351 1.1399
O 0.9157 -5.6130 2.4381
H 0.6976 -2.9520 -2.8982
H 0.7123 -5.4241 -3.2025
H 0.8158 -6.8970 -1.1872
H 0.8766 -3.4614 1.3505
*
```

Output
Calculated total energy = -3250.16048 a.u.
HOMO level (alpha / beta) = -0.27382 / -0.33643 hartree
Expectation value of S² = 0.77
Energy above the lowest of the compared OMol25 structures with the same formula, charge and spin = 0.695 eV
Max |F| = 2.8 eV/A
E_LUMO (alpha / beta) = -1.2 / -1.3 eV

Record 2
The following is a quantum chemistry calculation of a molecular structure, C31H30BrCl48N4O2PS at a distorted geometry, from OMol25.

```
! wB97M-V def2-TZVPD RIJCOSX def2/J DEFGRID3
* xyz 0 1
C 7.3139 -5.2337 2.7963
C 6.7845 -3.9077 2.7944
C 5.7009 -2.6365 2.8800
C 4.7135 -2.7152 1.5736
C 3.8024 -4.0783 1.5912
O 3.8868 -5.2166 2.2842
N 2.7103 -3.7263 0.6053
C 2.4416 -2.2546 0.3782
C 2.5429 -1.9939 -1.2374
C 3.8783 -2.6803 -1.9367
N 3.7268 -3.9434 -2.4849
C 0.8141 -2.0212 0.7028
C -0.1279 -3.2806 0.2910
C -1.7535 -3.1057 0.6485
C -2.0433 -1.6363 1.3692
C -0.9398 -0.4763 1.6611
N 0.4938 -0.7020 1.3135
C 3.5339 -1.5455 1.3923
N 3.1574 -1.2839 2.8339
C 3.0885 0.0629 3.1167
S 2.4579 1.6323 3.4979
P 4.5490 -0.1936 0.4373
O 5.8321 0.4518 1.4753
Br 3.2700 1.6103 -0.0789
H 7.6768 -6.3442 2.5532
H 6.3820 -1.6634 2.9156
H 5.1341 -2.6542 3.9223
H 5.2516 -2.7682 0.5181
H 2.5177 -4.3908 -0.1757
H 2.5469 -0.8435 -1.5435
H 1.5828 -2.4451 -1.7849
H 4.9345 -2.1315 -1.9929
H 2.7274 -4.2664 -2.3420
H 0.2661 -4.2751 -0.2278
H -2.5663 -3.9151 0.4212
H -3.1616 -1.4091 1.7032
H -1.2758 0.5247 2.1724
H 6.1762 1.3057 1.0488
C -2.6926 -2.1981 -3.2309
Cl -4.3410 -2.4326 -3.8369
Cl -2.0949 -0.5865 -3.6609
Cl -2.6355 -2.4348 -1.4758
H -2.0440 -2.9424 -3.7000
C -7.0305 -2.8655 -6.6110
Cl -7.1507 -4.3131 -7.6256
Cl -7.1248 -3.2986 -4.8954
Cl -5.5271 -1.9913 -6.9501
H -7.8716 -2.2087 -6.8471
C -3.2342 2.7363 -4.7149
Cl -3.9834 4.1382 -3.9322
Cl -4.4165 1.8779 -5.7173
Cl -1.8411 3.2379 -5.6880
H -2.8829 2.0542 -3.9364
C -0.9429 -5.2421 3.9834
Cl -1.2041 -4.3489 2.4756
Cl -1.3252 -6.9583 3.7641
Cl 0.7265 -5.0432 4.5429
H -1.6124 -4.8348 4.7453
C 4.4255 5.3585 4.1997
Cl 4.8130 7.0321 3.7656
Cl 4.2977 4.3525 2.7467
Cl 5.6465 4.7037 5.3042
H 3.4592 5.3501 4.7105
C 6.1222 4.4905 -1.5589
Cl 6.5777 2.9337 -0.8459
Cl 4.8603 4.2688 -2.7828
Cl 5.5789 5.6151 -0.3020
H 7.0029 4.9173 -2.0456
C -3.9701 4.8580 0.0670
Cl -2.6045 5.6294 -0.7572
Cl -3.9976 3.1185 -0.2690
Cl -3.8906 5.1533 1.8123
H -4.8954 5.2971 -0.3147
C -0.8651 -6.8071 -2.0080
Cl 0.4483 -5.6375 -2.2235
Cl -0.6984 -7.6511 -0.4590
Cl -2.4394 -6.0007 -2.1107
H -0.8035 -7.5460 -2.8111
C 5.2001 3.7353 -7.0850
Cl 6.1799 4.8171 -6.0803
Cl 4.1966 2.6840 -6.0715
Cl 4.1912 4.6688 -8.2032
H 5.8740 3.1064 -7.6723
C 1.6001 -1.6285 -5.3537
Cl 2.5799 -0.5468 -4.3490
Cl 0.5966 -2.6799 -4.3402
Cl 0.5912 -0.6951 -6.4718
H 2.2740 -2.2575 -5.9410
C -0.7778 -10.2843 5.4673
Cl -0.3223 -11.8411 6.1803
Cl -2.0397 -10.5060 4.2433
Cl -1.3211 -9.1597 6.7241
H 0.1029 -9.8576 4.9805
C -3.1720 9.7065 0.6160
Cl -3.2028 10.1189 -1.1068
Cl -4.5182 10.4840 1.4661
Cl -3.2293 7.9492 0.8361
H -2.2359 10.0765 1.0421
C -6.3755 7.9991 4.4664
Cl -5.3187 6.7755 3.7414
Cl -5.7114 8.5584 6.0110
Cl -6.6018 9.3618 3.3567
H -7.3507 7.5434 4.6556
C -4.2327 -0.1971 4.5264
Cl -4.0521 1.5469 4.2713
Cl -5.1201 -0.9341 3.1815
Cl -2.6475 -0.9647 4.7205
H -4.8057 -0.3535 5.4439
C -6.3745 0.9408 8.2137
Cl -5.9870 2.6144 7.7796
Cl -6.5023 -0.0651 6.7606
Cl -5.1535 0.2860 9.3182
H -7.3408 0.9324 8.7244
C 0.7001 6.0199 -8.0528
Cl 1.6799 7.1016 -7.0481
Cl -0.3034 4.9685 -7.0393
Cl -0.3088 6.9533 -9.1710
H 1.3740 5.3909 -8.6401
*
```

Output
Calculated total energy = -26970.74291 a.u.
HOMO level = -0.31553 hartree
Max |F| = 9.8 eV/A
E_LUMO = -0.8 eV